Here is 14 unconnected molecules or ions with the total composition C35H105N21O14 at a distorted geometry from the Open Molecules 2025 dataset. Energies are from wB97M-V/def2-TZVPD.

The calculation puts the energy above the lowest of the compared OMol25 structures with the same formula, charge and spin at 0.0011 eV. The lowest unoccupied orbital energy is -0.0333 hartree.

Geometry as XYZ:
```
175
C35H105N21O14 | the Open Molecules 2025 dataset | wB97M-V/def2-TZVPD
C -1.496 -3.882 -7.656
C -2.059 -4.955 -6.744
C -2.526 -4.528 -5.357
O -1.419 -4.057 -4.629
C -1.770 -3.645 -3.319
N -3.116 -5.684 -7.442
H -2.275 -3.233 -8.062
H -1.064 -4.389 -8.521
H -0.724 -3.304 -7.153
H -1.239 -5.662 -6.565
H -2.987 -5.413 -4.896
H -3.279 -3.731 -5.447
H -2.336 -4.462 -2.856
H -2.436 -2.775 -3.315
H -0.850 -3.413 -2.791
H -3.656 -5.109 -8.075
H -3.762 -6.117 -6.794
C 0.578 -2.064 -0.392
C 0.843 -1.314 0.893
C 0.423 0.135 0.814
O 0.773 0.750 2.065
C 0.368 2.107 2.118
N 0.226 -1.979 2.054
H 1.029 -1.518 -1.228
H -0.493 -2.199 -0.564
H 1.023 -3.058 -0.443
H 1.915 -1.364 1.117
H -0.662 0.172 0.664
H 1.056 0.591 0.049
H -0.717 2.195 2.262
H 0.712 2.722 1.282
H 0.829 2.499 3.031
H 0.124 -1.231 2.735
H 0.891 -2.628 2.476
C 2.020 -4.840 -2.883
C 2.333 -4.626 -4.358
C 2.128 -5.897 -5.167
O 2.605 -5.642 -6.487
C 2.301 -6.720 -7.328
N 1.476 -3.551 -4.888
H 2.604 -5.658 -2.459
H 0.951 -5.088 -2.912
H 2.138 -3.974 -2.236
H 3.371 -4.289 -4.443
H 1.054 -6.122 -5.229
H 2.665 -6.762 -4.754
H 2.714 -7.688 -7.023
H 2.719 -6.524 -8.317
H 1.216 -6.823 -7.460
H 1.527 -3.664 -5.903
H 0.494 -3.813 -4.742
C -6.603 -1.166 4.011
C -7.212 -0.567 2.723
C -6.332 0.518 2.172
O -4.995 0.078 2.148
C -4.131 1.025 1.625
N -7.398 -1.721 1.771
H -5.612 -1.602 3.909
H -7.293 -1.891 4.447
H -6.500 -0.399 4.794
H -8.204 -0.235 3.030
H -6.472 1.409 2.802
H -6.646 0.824 1.166
H -4.431 1.466 0.662
H -3.161 0.557 1.467
H -3.991 1.948 2.210
H -6.448 -1.921 1.460
H -7.639 -2.505 2.366
C -2.191 -0.855 4.460
C -1.728 0.395 5.224
C -2.134 0.411 6.671
O -2.038 1.670 7.302
C -2.992 2.585 6.825
N -0.254 0.486 5.097
H -1.854 -1.763 4.973
H -1.726 -0.900 3.478
H -3.279 -0.838 4.430
H -2.149 1.172 4.568
H -1.520 -0.302 7.222
H -3.153 0.014 6.796
H -2.839 2.821 5.767
H -2.908 3.560 7.308
H -4.000 2.202 7.014
H 0.088 1.337 5.529
H 0.035 0.423 4.121
C -4.192 2.509 -5.962
C -3.079 3.072 -5.106
C -1.810 2.241 -4.992
O -2.084 1.036 -4.301
C -1.276 0.877 -3.140
N -2.742 4.418 -5.604
H -5.118 3.071 -5.869
H -4.373 1.446 -5.772
H -3.905 2.466 -7.020
H -3.492 3.198 -4.088
H -1.014 2.849 -4.554
H -1.524 2.000 -6.026
H -1.544 -0.085 -2.717
H -1.482 1.717 -2.463
H -0.210 0.940 -3.383
H -3.581 4.988 -5.641
H -2.145 4.897 -4.928
C 4.000 7.592 4.313
C 3.307 6.359 4.880
C 1.882 6.191 4.373
O 1.847 6.200 2.938
C 0.582 5.849 2.408
N 4.153 5.174 4.664
H 3.505 8.512 4.625
H 4.070 7.572 3.225
H 5.007 7.571 4.729
H 3.202 6.566 5.951
H 1.319 7.093 4.669
H 1.311 5.351 4.785
H 0.046 6.786 2.220
H 0.091 5.067 2.976
H 0.740 5.493 1.382
H 4.199 4.980 3.665
H 3.627 4.377 5.020
C -0.973 -5.688 1.450
O 0.216 -5.867 1.707
N -1.819 -6.746 1.219
N -1.538 -4.446 1.373
H -2.764 -6.521 0.970
H -1.456 -7.664 1.059
H -2.494 -4.384 1.080
H -1.070 -3.620 1.742
C 0.371 6.052 -3.700
O -0.767 5.887 -4.074
N 1.457 6.020 -4.563
N 0.687 6.247 -2.380
H 1.304 6.217 -5.533
H 2.342 6.108 -4.102
H -0.075 6.237 -1.728
H 1.632 6.231 -2.052
C 5.004 -0.275 2.241
O 5.795 -1.178 2.498
N 3.650 -0.439 2.322
N 5.401 0.969 1.817
H 3.046 0.275 1.962
H 3.381 -1.340 2.688
H 4.746 1.733 1.827
H 6.363 1.239 1.754
C 3.307 -4.048 1.966
O 2.571 -3.655 2.888
N 2.852 -4.981 1.074
N 4.597 -3.662 1.769
H 3.364 -5.125 0.225
H 1.879 -5.262 1.155
H 5.093 -2.972 2.325
H 5.106 -4.221 1.111
C 4.588 4.300 0.897
O 4.740 3.690 1.954
N 3.709 5.351 0.767
N 5.423 4.103 -0.190
H 3.195 5.691 1.566
H 3.634 5.731 -0.155
H 5.139 4.548 -1.041
H 5.948 3.245 -0.189
C 2.048 -2.101 6.685
O 2.962 -2.860 6.979
N 1.418 -2.116 5.460
N 1.602 -1.097 7.519
H 0.961 -1.254 5.177
H 1.649 -2.848 4.805
H 0.837 -0.528 7.204
H 1.962 -1.031 8.449
C 2.746 2.219 -3.219
O 2.972 1.025 -3.231
N 3.197 3.029 -2.180
N 1.940 2.831 -4.142
H 3.808 2.543 -1.543
H 3.335 4.019 -2.234
H 1.577 2.248 -4.875
H 1.551 3.757 -4.077
```